Below is a structure of composition C17H29AuFNO2P2, with properties calculated with the ωB97M-V functional and the def2-TZVPD basis.

Geometry as ORCA input:
```
! RIJCOSX wB97M-V def2-TZVPD def2/J DEFGRID3
* xyz 0 3
C -2.4578 3.8533 0.0422
C -1.4617 -0.5291 -3.1157
H -3.4269 4.8228 1.7165
P 1.7292 0.2304 1.6155
H -1.9297 0.4740 -3.0817
H -2.0586 -1.2373 -3.7172
C 2.2858 1.9106 2.0564
H 1.1992 -4.5335 -2.2354
H -3.7812 -1.8678 -1.7086
C -1.3031 1.8139 0.5409
P -1.4973 -1.2548 -1.4337
H -0.8304 -3.2418 -2.5095
H 1.0214 -1.6030 2.8993
C -3.2322 -1.3058 -0.9361
C -0.6055 -2.8217 -1.5216
H -0.4218 -0.4695 -3.4870
H 2.4060 4.2018 -1.0562
F -1.1050 -1.4902 1.4219
H -2.7857 4.5998 -0.6816
H -3.2779 -1.7855 0.0548
H 3.9464 -1.0309 1.4384
H 3.2665 1.8840 2.5266
C 2.6454 -1.6501 -0.1679
H 2.3435 -0.6902 3.7108
H 1.5818 2.3615 2.7522
Au -0.1887 0.0595 0.1627
C 3.5546 -2.5759 -0.7784
H 0.4020 0.4820 -1.5282
H -1.3660 2.6997 -1.4433
H -1.2751 1.1880 2.5999
C 2.9855 -0.8315 0.9101
H -0.1454 0.9144 -1.6986
H 5.4449 1.4488 -1.5176
H 3.6900 -4.3992 -1.9197
C -2.3774 3.0295 2.3097
H 0.6421 -0.1314 3.8055
C 3.0479 -3.6103 -1.5345
O 2.2452 5.1269 -1.3551
H 4.8564 1.2804 -2.8651
O 5.1547 1.9255 -2.2573
C -1.6646 2.7739 -0.3951
H 2.3515 2.5550 1.1779
H -2.6296 3.1257 3.3618
C 0.8669 -2.6895 -1.2564
H 1.2587 5.0654 -1.5400
N 1.3368 -1.6482 -0.5884
H -3.5912 -0.2622 -0.8681
C -2.8230 3.9777 1.3812
H -1.0781 -3.4632 -0.7618
H 4.6220 -2.4072 -0.6290
C 1.6754 -3.7187 -1.7054
C 1.3927 -0.6160 3.1774
C -1.6145 1.9364 1.8834
*
```

E_HOMO (spin up / spin down) = -0.2046 / -0.2349 Eh
frontier orbital gap (spin up / spin down) = 5.72 / 4.23 eV
energy above the lowest of the compared OMol25 structures with the same formula, charge and spin = 306.3 kJ/mol
DFT total energy = -48666.484 eV